# C4H12N2

A structure of composition C4H12N2 at a distorted geometry (the ωB97M-V functional and the def2-TZVPD basis, OMol25).

Atoms and positions in Å:
C  0.0947  -0.7008  1.1457
C  0.1971  0.8042  1.0980
C  -0.5688  1.5255  -0.1179
N  0.5338  1.2774  -1.5628
C  0.6323  -1.4876  -0.0717
N  -0.6137  -1.7330  -0.9275
H  -0.8575  -1.1855  1.5674
H  0.6841  -1.0125  2.0276
H  1.2083  1.1117  1.3095
H  -0.4818  1.1630  1.9028
H  -0.8830  2.5020  0.2331
H  -1.3849  0.8391  -0.2832
H  0.4746  1.9220  -0.6263
H  -0.1907  1.7041  -2.1505
H  1.3668  -0.8444  -0.5689
H  0.8793  -2.5137  0.2123
H  -0.4599  -2.4576  -1.6309
H  -0.6306  -0.9138  -1.5569

Energy relative to the best compared isomer or geometry (same formula, charge and spin)   111.9 kcal per mole
HOMO energy   -9.25 eV